(1)
102
Properties=species:S:1:pos:R:3 method="wB97M-V/def2-TZVPD" fmax_ha_per_bohr=0.0584 total_charge=-1 lumo_ev=1.22 gap_ev=5.60 homo_energy_ev=-4.377 energy_ha=-10894.54035
C -3.47 -0.65 3.66
C -2.16 -1.37 3.75
I -2.32 -3.49 4.18
C -1.00 -0.72 3.59
I 0.82 -1.95 3.77
Nb -0.55 1.48 3.14
N 1.27 1.35 4.20
C 0.60 0.75 1.29
C 0.68 1.78 0.14
C 1.66 1.30 -0.95
F 1.16 1.72 -2.15
F 1.64 -0.03 -1.03
C 3.12 1.86 -0.84
F 3.42 2.40 -2.04
F 3.23 2.86 0.01
C 4.24 0.82 -0.61
F 5.39 1.50 -0.71
F 4.30 -0.08 -1.57
C 4.29 0.11 0.78
F 3.98 0.88 1.77
F 3.62 -0.99 0.78
F 5.56 -0.26 0.97
C -1.67 2.33 4.97
Br -2.00 4.27 4.56
C -0.81 2.30 6.31
C -1.72 2.21 7.56
Br 0.16 4.03 6.51
P -2.52 1.85 1.48
N -2.70 0.34 0.58
O -3.98 2.19 2.29
H -3.91 -0.58 2.66
H -3.55 0.33 4.13
H -4.20 -1.27 4.20
H -0.09 3.21 2.77
H 2.01 0.92 3.65
H 1.61 2.28 4.42
H 0.01 -0.10 0.92
H 1.57 0.33 1.56
H 0.90 2.77 0.52
H -0.29 1.84 -0.36
H -2.66 1.93 5.20
H -0.12 1.46 6.38
H -2.44 1.40 7.40
H -2.21 3.16 7.78
H -1.07 1.92 8.39
H -3.70 0.25 0.45
H -2.35 -0.45 1.12
H -3.85 2.37 3.23
C -6.73 -1.20 6.79
C -7.61 -1.54 8.01
C -8.00 -0.37 8.91
F -6.92 0.22 9.47
F -8.77 -0.83 9.94
F -7.02 -2.52 8.72
F -8.77 -2.07 7.52
O -5.33 -1.42 6.91
C -4.56 -0.43 7.48
C -3.91 -0.90 8.78
F -4.83 -1.28 9.69
F -3.20 0.12 9.33
F -5.27 0.70 7.64
F -3.58 -0.14 6.60
H -7.04 -1.90 6.01
H -6.95 -0.21 6.39
H -8.57 0.38 8.36
H -3.23 -1.74 8.60
C 5.79 -0.61 -4.78
C 5.22 -2.04 -4.81
C 6.20 -3.14 -5.20
F 6.68 -2.97 -6.45
F 5.56 -4.34 -5.19
F 4.12 -2.06 -5.60
F 4.80 -2.31 -3.55
O 5.55 0.20 -5.92
C 6.40 0.10 -7.00
C 5.68 -0.43 -8.23
F 5.15 -1.65 -8.00
F 6.54 -0.57 -9.27
F 7.49 -0.63 -6.69
F 6.84 1.35 -7.27
H 5.26 -0.10 -3.97
H 6.84 -0.59 -4.48
H 7.04 -3.19 -4.50
H 4.87 0.24 -8.53
C 0.13 -0.04 -7.40
C -0.41 -1.48 -7.41
C 0.59 -2.57 -7.81
F 1.06 -2.39 -9.06
F -0.02 -3.78 -7.78
F -1.51 -1.54 -8.19
F -0.82 -1.76 -6.15
O -0.14 0.75 -8.55
C 0.71 0.65 -9.63
C 0.00 0.10 -10.86
F -0.51 -1.12 -10.62
F 0.89 -0.02 -11.88
F 1.81 -0.06 -9.31
F 1.14 1.91 -9.90
H -0.41 0.46 -6.60
H 1.18 0.00 -7.11
H 1.44 -2.60 -7.11
H -0.80 0.77 -11.17

(2)
80
Properties=species:S:1:pos:R:3 method="wB97M-V/def2-TZVPD" fmax_ha_per_bohr=0.0185 de_lowest_kj_mol=35.1 total_charge=0 lumo_ev=0.06 gap_ev=7.39 homo_energy_ev=-7.327 energy_ha=-3115.26403
K -0.05 0.30 1.28
C 0.42 -2.35 5.12
C 0.06 -1.14 4.29
N 0.88 -0.31 3.80
C 2.32 -0.38 3.91
C 2.94 0.95 3.45
N 2.28 1.38 2.22
C 2.74 2.63 1.61
C 1.87 2.97 0.41
N 0.50 3.34 0.80
C -0.53 3.10 -0.20
C -1.92 3.12 0.43
N -1.98 2.05 1.41
C -3.06 1.59 1.91
C -4.44 2.07 1.60
C -2.90 0.43 2.86
C -3.98 -0.38 3.24
C -3.71 -1.48 4.03
C -2.41 -1.77 4.41
C -1.40 -0.91 4.00
N -1.67 0.16 3.26
H 1.50 -2.44 5.24
H 0.06 -3.26 4.63
H -0.04 -2.29 6.10
H 2.68 -1.18 3.24
H 2.66 -0.62 4.92
H 4.00 0.81 3.26
H 2.84 1.69 4.26
H 1.31 1.52 2.49
H 3.77 2.48 1.27
H 2.75 3.47 2.32
H 1.87 2.10 -0.27
H 2.31 3.81 -0.13
H 0.23 2.86 1.65
H -0.39 2.13 -0.71
H -0.46 3.87 -0.98
H -2.68 3.02 -0.35
H -2.07 4.08 0.93
H -4.43 3.04 1.11
H -5.04 2.15 2.52
H -4.93 1.34 0.95
H -4.98 -0.17 2.89
H -4.52 -2.14 4.32
H -2.19 -2.65 5.00
C 4.77 0.04 -4.09
Si 3.69 -0.57 -2.69
C 4.18 0.32 -1.11
C 3.93 -2.42 -2.47
C 1.89 -0.21 -3.10
Te 0.52 -1.07 -1.69
C -1.24 -0.30 -2.65
Si -1.99 -1.50 -3.89
C -0.76 -1.85 -5.26
C -2.45 -3.09 -3.03
C -3.52 -0.69 -4.62
H 5.83 -0.17 -3.88
H 4.66 1.12 -4.23
H 4.51 -0.45 -5.03
H 5.18 0.01 -0.79
H 3.48 0.11 -0.29
H 4.20 1.40 -1.27
H 4.99 -2.65 -2.33
H 3.58 -2.96 -3.36
H 3.37 -2.80 -1.61
H 1.66 -0.60 -4.09
H 1.73 0.87 -3.11
H -0.95 0.65 -3.11
H -1.95 -0.10 -1.85
H 0.14 -2.34 -4.87
H -0.46 -0.94 -5.78
H -1.21 -2.53 -6.00
H -1.60 -3.50 -2.47
H -2.76 -3.85 -3.76
H -3.27 -2.93 -2.32
H -3.26 0.22 -5.16
H -4.23 -0.43 -3.83
H -4.02 -1.37 -5.31
S -4.41 -1.41 -0.09
C -2.80 -1.49 0.21
N -1.64 -1.52 0.40

(3)
173
Properties=species:S:1:pos:R:3 method="wB97M-V/def2-TZVPD" fmax_ha_per_bohr=0.0219 total_charge=-2 lumo_ev="3.40 / 3.63" gap_ev="4.99 / 5.73" homo_energy_ev="-1.589 / -2.095" energy_ha=-5460.35371
Y 0.23 0.66 0.79
O -0.07 3.38 4.44
C -0.20 3.20 3.24
O 0.54 2.51 2.46
C -1.38 3.86 2.47
P -1.00 3.42 0.72
C -2.53 3.95 -0.17
C -3.66 4.52 0.42
C -4.82 4.74 -0.32
C -4.87 4.40 -1.66
C -3.75 3.84 -2.27
C -2.61 3.60 -1.52
C 0.09 4.85 0.26
C 1.30 5.03 0.94
C 2.16 6.08 0.60
C 1.83 6.95 -0.43
C 0.63 6.78 -1.11
C -0.23 5.74 -0.76
H -1.43 4.93 2.65
H -2.31 3.39 2.78
H -3.63 4.79 1.47
H -5.68 5.17 0.17
H -5.77 4.57 -2.23
H -3.78 3.56 -3.31
H -1.75 3.13 -1.99
H 1.60 4.34 1.72
H 3.09 6.18 1.13
H 2.50 7.76 -0.69
H 0.37 7.45 -1.91
H -1.16 5.64 -1.30
O 3.82 -0.60 3.00
C 3.24 0.26 2.32
O 2.00 0.16 1.97
C 4.01 1.46 1.88
C 5.22 1.68 2.55
C 6.07 2.72 2.21
C 5.71 3.56 1.16
C 4.52 3.35 0.48
C 3.64 2.30 0.81
S 2.25 2.14 -0.23
H 5.46 1.00 3.35
H 7.00 2.86 2.74
H 6.36 4.37 0.87
H 4.24 3.99 -0.34
N 1.76 -2.62 2.25
P 1.68 -2.08 0.58
C 1.25 -3.66 -0.27
C 1.50 -4.93 0.25
C 1.13 -6.07 -0.46
C 0.52 -5.94 -1.70
C 0.26 -4.68 -2.22
C 0.61 -3.55 -1.50
C 3.48 -2.07 0.19
C 4.00 -0.99 -0.51
C 5.37 -0.87 -0.69
C 6.23 -1.83 -0.19
C 5.72 -2.93 0.49
C 4.35 -3.04 0.68
P 0.52 -1.72 3.10
C -0.21 -3.12 4.07
C -0.07 -4.45 3.72
C -0.74 -5.45 4.43
C -1.57 -5.12 5.48
C -1.73 -3.79 5.84
C -1.05 -2.80 5.15
C 1.36 -1.01 4.58
C 1.03 0.29 4.94
C 1.63 0.89 6.05
C 2.54 0.17 6.80
C 2.86 -1.14 6.45
C 2.27 -1.72 5.34
H 2.65 -2.27 2.62
H 1.97 -5.03 1.22
H 1.33 -7.05 -0.05
H 0.23 -6.83 -2.26
H -0.23 -4.58 -3.18
H 0.41 -2.55 -1.89
H 3.33 -0.23 -0.88
H 5.77 0.01 -1.20
H 7.30 -1.72 -0.31
H 6.39 -3.68 0.89
H 3.96 -3.88 1.25
H 0.55 -4.71 2.87
H -0.62 -6.49 4.13
H -2.11 -5.90 6.02
H -2.39 -3.52 6.66
H -1.18 -1.75 5.42
H 0.35 0.86 4.33
H 1.38 1.91 6.28
H 3.02 0.63 7.66
H 3.59 -1.69 7.03
H 2.54 -2.74 5.06
C -5.39 -2.10 2.89
N -4.35 -1.18 3.27
N -3.14 -1.06 2.59
C -2.53 0.12 2.99
O -1.41 0.53 2.64
C -3.42 0.72 3.93
C -4.51 -0.09 4.06
C -5.73 0.09 4.89
C -2.68 -2.10 1.74
C -2.83 -3.40 2.18
C -2.71 -4.57 1.44
C -2.56 -4.76 0.03
C -2.77 -3.88 -0.97
C -3.11 -2.45 -0.78
H -5.16 -2.50 1.91
H -6.35 -1.58 2.83
H -5.48 -2.93 3.59
H -3.21 1.63 4.47
H -5.59 0.93 5.56
H -5.93 -0.80 5.49
H -6.60 0.28 4.26
H -3.07 -3.53 3.23
H -2.73 -5.49 2.02
H -2.32 -5.78 -0.26
H -2.67 -4.23 -1.99
H -2.75 -1.87 -1.65
C -1.40 -0.34 -6.26
C -1.68 -0.43 -4.75
C -1.44 -1.86 -4.27
C -3.14 -0.04 -4.48
O -0.87 0.51 -4.10
Si 0.48 0.50 -3.13
O 0.10 0.36 -1.61
O 1.46 -0.76 -3.61
C 2.67 -0.94 -4.34
C 3.24 -2.30 -3.94
C 2.33 -0.97 -5.84
C 3.74 0.14 -4.08
O 1.26 1.89 -3.58
C 1.02 3.12 -4.23
C -0.39 3.68 -4.01
C 1.26 2.92 -5.73
C 2.03 4.13 -3.67
H -2.10 -0.96 -6.83
H -0.38 -0.66 -6.47
H -1.51 0.70 -6.58
H -1.96 -2.58 -4.91
H -1.80 -1.97 -3.24
H -0.37 -2.07 -4.26
H -3.83 -0.75 -4.94
H -3.33 0.95 -4.89
H -3.31 -0.01 -3.41
H 2.53 -3.10 -4.18
H 3.43 -2.32 -2.87
H 4.18 -2.48 -4.47
H 1.57 -1.72 -6.03
H 3.22 -1.21 -6.43
H 1.95 0.01 -6.15
H 4.36 -0.15 -3.23
H 3.27 1.08 -3.83
H 4.38 0.26 -4.95
H -1.11 2.87 -4.07
H -0.62 4.43 -4.76
H -0.46 4.13 -3.02
H 0.48 2.26 -6.14
H 2.23 2.46 -5.89
H 1.23 3.88 -6.26
H 2.03 4.07 -2.59
H 1.77 5.14 -3.99
H 3.04 3.89 -4.02
C -5.03 -0.90 -0.54
C -4.26 0.27 -0.65
C -2.85 0.44 -0.56
C -1.94 -0.34 0.11
C -2.20 -1.78 0.38
C -4.54 -2.18 -0.59
H -6.11 -0.77 -0.46
H -4.83 1.19 -0.75
H -2.51 1.42 -0.88
H -1.26 -2.33 0.25
H -5.22 -3.02 -0.48

(4)
15
Properties=species:S:1:pos:R:3 method="wB97M-V/def2-TZVPD" fmax_ha_per_bohr=0.1171 smiles="CC(N)=O.CO" de_lowest_kj_mol=233.2 total_charge=0 lumo_ev=0.72 gap_ev=10.61 homo_energy_ev=-9.891 energy_ha=-324.88381
C 1.18 1.91 -0.25
C 1.72 0.62 0.44
N 1.42 -0.59 -0.27
O 2.28 0.52 1.49
H 0.01 1.82 -0.07
H 1.42 1.69 -1.25
H 1.71 2.72 0.08
H 1.66 -1.49 0.05
H 1.00 -0.67 -1.12
C -1.84 -1.35 0.43
O -2.34 -0.99 -0.87
H -1.86 -2.37 0.71
H -0.88 -0.67 0.50
H -2.48 -0.75 1.11
H -3.00 -0.40 -1.00

(5)
17
Properties=species:S:1:pos:R:3 method="wB97M-V/def2-TZVPD" fmax_ha_per_bohr=0.0868 de_lowest_kj_mol=282.5 total_charge=+1 lumo_ev="-5.68 / -5.43" gap_ev="8.12 / 8.32" homo_energy_ev="-13.801 / -13.751" energy_ha=-562.88431
C 2.63 1.20 0.08
C 2.74 -2.01 -0.13
C -1.59 0.56 -0.01
N -2.76 0.45 -0.46
N -0.94 -0.42 0.54
N 3.84 0.75 0.25
N 1.68 -1.63 -0.01
O 4.75 0.35 -0.41
O -0.90 1.66 -0.18
O 1.60 0.86 0.72
H 2.76 2.15 -0.56
H 3.69 -2.46 -0.23
H -3.28 -0.41 -0.30
H -3.29 1.25 -0.71
H -1.48 -1.21 0.92
H -0.02 1.43 0.20
H 0.08 -0.27 0.86

(6)
15
Properties=species:S:1:pos:R:3 method="wB97M-V/def2-TZVPD" fmax_ha_per_bohr=0.0484 de_lowest_kj_mol=179.4 total_charge=0 lumo_ev="-1.45 / -1.45" gap_ev="7.09 / 7.08" homo_energy_ev="-8.537 / -8.530" energy_ha=-1137.06314
C 1.86 -0.14 -1.04
C -1.53 0.85 -0.21
C 2.38 -0.06 0.35
C -0.12 0.30 -0.19
N 0.63 0.08 -1.29
N -2.03 0.82 1.09
O -2.10 1.42 -1.11
S 0.88 0.46 1.24
S -1.12 -2.02 0.06
H 2.34 -0.32 -1.99
H 2.62 -1.07 0.69
H 3.01 0.81 0.31
H -1.96 0.11 1.79
H -2.96 1.23 1.29
H -1.92 -2.48 -0.98

(7)
10
Properties=species:S:1:pos:R:3 method="wB97M-V/def2-TZVPD" fmax_ha_per_bohr=0.0563 smiles="[H]/N=C/NC" de_lowest_kj_mol=130.5 total_charge=0 lumo_ev=1.06 gap_ev=9.96 homo_energy_ev=-8.909 energy_ha=-189.27987
H -1.46 1.66 1.30
N -1.39 1.14 0.42
C -0.24 0.55 0.53
N 0.43 -0.04 -0.46
C 1.02 -1.37 -0.49
H 0.14 0.47 1.56
H 0.22 0.44 -1.32
H 0.90 -1.82 -1.47
H 0.46 -1.98 0.24
H 2.04 -1.43 -0.10

(8)
80
Properties=species:S:1:pos:R:3 method="wB97M-V/def2-TZVPD" fmax_ha_per_bohr=0.1840 de_lowest_kj_mol=305.8 total_charge=0 lumo_ev=-0.92 gap_ev=8.40 homo_energy_ev=-9.321 energy_ha=-2721.58430
C -23.72 -25.69 -9.40
N -24.15 -26.63 -8.28
C -23.57 -27.97 -8.64
C -23.22 -26.02 -7.24
C -25.59 -26.57 -8.02
C -26.06 -27.32 -6.75
O -27.44 -27.08 -6.58
H -24.43 -24.75 -9.15
H -24.02 -26.11 -10.31
H -22.66 -25.40 -9.35
H -22.52 -28.08 -8.88
H -24.24 -28.37 -9.29
H -23.33 -28.92 -7.92
H -23.51 -25.05 -6.99
H -22.23 -26.12 -7.39
H -23.30 -26.59 -6.35
H -26.23 -27.14 -8.71
H -25.87 -25.48 -7.78
H -25.58 -27.03 -5.80
H -25.91 -28.46 -6.76
H -27.99 -27.76 -5.84
N -28.33 -29.84 -3.90
O -28.12 -29.06 -4.86
O -27.96 -29.61 -2.73
O -28.80 -31.05 -4.16
O -34.97 -33.28 -1.22
S -35.47 -32.83 -2.50
O -36.18 -31.53 -2.47
O -34.19 -32.61 -3.51
C -33.18 -31.80 -3.15
C -31.98 -31.86 -4.16
C -36.45 -34.11 -3.35
H -32.65 -31.86 -2.15
H -33.59 -30.72 -3.32
H -32.21 -31.63 -5.07
H -31.93 -32.79 -4.25
H -31.09 -31.33 -3.65
H -36.93 -33.70 -4.21
H -37.39 -34.03 -2.80
H -36.13 -35.13 -3.39
C -29.07 -32.09 -7.56
C -29.95 -30.88 -7.96
O -29.03 -30.14 -8.73
C -27.74 -30.51 -8.45
O -26.74 -30.08 -8.95
O -27.76 -31.59 -7.72
H -29.17 -32.89 -8.24
H -29.13 -32.24 -6.35
H -30.48 -30.41 -7.21
H -30.59 -31.12 -8.62
C -28.44 -32.26 -0.79
C -28.67 -33.39 -1.73
O -29.59 -34.35 -1.20
C -29.89 -33.88 -0.05
O -30.62 -34.54 0.77
O -29.35 -32.73 0.29
H -28.66 -31.31 -1.07
H -27.42 -32.41 -0.43
H -27.85 -33.97 -2.02
H -28.95 -32.86 -2.76
C -28.43 -27.24 -0.66
C -27.61 -27.62 0.53
O -28.35 -27.31 1.56
C -29.11 -26.30 1.24
O -29.75 -25.54 1.95
O -29.26 -26.23 -0.11
H -29.09 -28.21 -0.91
H -28.15 -26.95 -1.66
H -26.59 -27.13 0.33
H -27.56 -28.70 0.75
C -30.99 -27.30 -6.21
C -31.02 -27.34 -7.70
O -32.28 -26.70 -8.01
C -32.92 -26.28 -7.00
O -33.96 -25.70 -6.93
O -32.27 -26.65 -5.86
H -29.95 -26.93 -5.84
H -31.24 -28.38 -5.90
H -31.04 -28.41 -8.28
H -30.31 -26.85 -8.04